ORCA calculation (ωB97M-V/def2-TZVPD) on a structure of composition C40H40IrN5O3S3Si.

```
93
Properties=species:S:1:pos:R:3:lowdin_charge:R:1
Ir 0.24148 -0.74590 0.59121 1.461
S -2.77075 -0.46066 3.88744 1.059
C -2.50906 -2.12729 3.60696 -0.383
C -1.58048 -2.36400 2.63675 -0.179
C -1.04350 -1.16585 2.09342 -0.348
C -1.62004 -0.06317 2.67068 -0.549
C -1.25808 1.23840 2.17692 -0.288
C -1.70999 2.46424 2.66106 -0.002
C -1.24143 3.63000 2.09178 -0.042
C -0.33164 3.56190 1.04201 -0.051
C 0.06728 2.32033 0.59560 -0.121
N -0.38184 1.18458 1.14124 -0.037
H -3.04398 -2.85472 4.19720 0.074
H -1.26931 -3.36051 2.35567 0.096
H -2.40666 2.48185 3.48809 0.116
H -1.57646 4.58926 2.46486 0.118
H 0.05994 4.45144 0.57043 0.116
H 0.75696 2.21774 -0.22760 0.106
C -3.27858 -0.21432 -0.56294 0.011
C -2.55402 -1.47274 -0.89875 -0.266
C -3.16476 -2.54614 -1.56390 0.006
C -2.46974 -3.72040 -1.78367 -0.026
C -1.16799 -3.87071 -1.31797 0.024
C -0.61439 -2.78248 -0.66071 -0.386
N -1.28674 -1.59970 -0.53715 0.010
N 0.58180 -2.60449 -0.01887 -0.090
Si 1.90376 -3.80507 0.33653 0.485
C 1.53247 -4.45393 2.03070 -0.144
C 1.85358 -5.17477 -0.93484 -0.176
C 3.50804 -2.89175 0.16155 -0.139
H -4.34792 -0.32952 -0.72504 0.092
H -2.88776 0.60805 -1.16364 0.055
H -3.10001 0.02864 0.48514 0.077
H -4.19371 -2.44467 -1.87868 0.120
H -2.94969 -4.54249 -2.29785 0.121
H -0.62136 -4.79131 -1.44111 0.094
H 0.63849 -5.08152 2.02586 0.038
H 1.39945 -3.64728 2.75233 0.014
H 2.37108 -5.07243 2.36201 0.051
H 1.07753 -5.91738 -0.74350 0.031
H 2.81092 -5.69948 -0.88193 0.042
H 1.74999 -4.80565 -1.95741 0.041
H 3.79004 -2.36617 1.07328 0.015
H 3.47914 -2.17855 -0.66526 0.033
H 4.29171 -3.61883 -0.06557 0.047
O 3.60056 -1.42047 3.18004 -0.291
S 2.32451 -0.75234 3.16326 0.607
O 1.18171 -1.46392 3.65924 -0.287
N 1.96802 -0.24750 1.65247 -0.244
C 2.97010 0.37495 0.89935 -0.267
C 4.16470 0.88555 1.36483 0.001
C 5.09513 1.47038 0.48429 -0.044
C 4.87252 1.54638 -0.86076 -0.032
C 3.66853 1.02766 -1.38313 -0.149
C 3.36091 1.00294 -2.76231 0.018
C 2.19273 0.44341 -3.19633 -0.035
C 1.29386 -0.07091 -2.24869 -0.131
N 1.54253 -0.04201 -0.95980 -0.038
C 2.72341 0.46995 -0.50069 -0.188
C 2.51874 0.71704 4.13688 -0.281
C 1.81620 1.87420 3.84020 -0.051
C 1.96062 2.98481 4.65734 -0.061
C 2.79964 2.93044 5.76140 -0.068
C 3.50157 1.76748 6.04861 -0.059
C 3.36824 0.65416 5.23348 -0.049
H 4.42001 0.81815 2.41033 0.105
H 6.01695 1.85646 0.89895 0.116
H 5.60037 1.98411 -1.53077 0.116
H 4.06977 1.42308 -3.46539 0.127
H 1.94129 0.39974 -4.24633 0.111
H 0.34417 -0.49590 -2.54519 0.105
H 1.18238 1.91134 2.96545 0.084
H 1.42201 3.89498 4.42693 0.105
H 2.91216 3.79861 6.39733 0.108
H 4.15870 1.72810 6.90694 0.111
H 3.91940 -0.25464 5.43407 0.120
C -2.63398 1.65714 -4.19287 -0.223
S -1.14704 2.24611 -3.36965 0.933
O -1.14147 1.59319 -2.02091 -0.559
C -1.68389 3.93127 -3.11237 -0.400
C -1.46743 4.87647 -4.10409 -0.084
C -1.89065 6.18039 -3.89409 -0.067
C -2.50643 6.52564 -2.69828 -0.067
C -2.70018 5.57213 -1.70766 -0.065
C -2.28611 4.26340 -1.90952 -0.080
H -3.50278 1.90921 -3.58658 0.066
H -2.53315 0.57755 -4.29818 0.053
H -2.70247 2.12169 -5.17589 0.062
H -0.96808 4.60196 -5.02612 0.113
H -1.73117 6.92850 -4.65879 0.112
H -2.83063 7.54488 -2.53588 0.110
H -3.17415 5.84919 -0.77495 0.109
H -2.40700 3.50410 -1.14677 0.101
```

## Properties
* ΔE to the lowest compared entry with this formula, charge and spin: 0.2144 eV
* total charge: +1
* multiplicity: 2
* DFT total energy: -98942.4242 eV
* Kohn-Sham gap (alpha / beta): 0.2815 / 0.1916 Ha